Density functional theory data (wB97M-V/def2-TZVPD) for a molecular structure, C30H42AsN3ORuS4.

Output
ΔE to the lowest compared entry with this formula, charge and spin = 0.00 kcal per mole
charge = +1
spin multiplicity = 2
gap between HOMO and LUMO (alpha / beta) = 7.86 / 5.80 eV
HOMO level (alpha / beta) = -10.076 / -9.898 eV

Geometry as XYZ:
```
82
Properties=species:S:1:pos:R:3:forces:R:3:lowdin_charge:R:1
Ru 1.051053 1.178944 0.140762 0.077 0.052 0.006 0.24
S 0.910404 0.803272 -2.109406 0.014 -0.011 -0.062 0.66
C 0.933994 -0.953549 -2.259464 -0.005 -0.005 0.032 -0.62
C 0.996750 -1.530098 -3.530964 0.001 -0.010 0.008 -0.11
C 0.992527 -2.905530 -3.679762 0.022 0.018 -0.022 -0.07
C 0.915408 -3.736904 -2.567087 -0.013 -0.013 0.034 -0.07
C 0.848426 -3.178117 -1.302467 0.012 -0.006 -0.027 -0.10
C 0.879108 -1.797376 -1.155742 -0.025 0.030 -0.004 -0.51
S 0.749536 -1.112433 0.484336 -0.015 -0.051 0.037 0.90
C 2.430707 -1.431196 1.110108 0.066 -0.017 -0.036 -0.35
C 3.489896 -0.556830 0.501384 0.006 -0.013 0.059 -0.30
C 4.821113 -0.933646 0.464185 0.045 0.015 -0.019 0.01
C 5.759335 -0.027225 -0.004455 -0.049 0.034 -0.014 -0.02
C 5.346248 1.224175 -0.436358 -0.008 -0.051 0.027 0.01
C 3.995293 1.528938 -0.404158 0.080 0.051 -0.041 -0.30
C 3.465574 2.827195 -0.948516 0.013 -0.035 0.009 -0.34
S 1.861483 3.331673 -0.241391 0.015 -0.030 0.014 0.88
C 2.335467 3.915116 1.372382 0.009 0.012 -0.024 -0.52
C 2.894216 5.187316 1.471536 -0.004 -0.001 -0.025 -0.10
C 3.265524 5.682265 2.706476 -0.004 -0.018 0.033 -0.07
C 3.051429 4.905092 3.842679 0.002 0.022 -0.030 -0.06
C 2.475296 3.653479 3.742349 -0.010 -0.024 0.002 -0.11
C 2.105234 3.130065 2.498396 -0.009 -0.013 0.021 -0.64
S 1.363761 1.534787 2.431397 0.003 0.017 -0.008 0.63
N 3.106394 0.645854 0.060386 -0.160 0.008 0.044 -0.05
H 1.046281 -0.883745 -4.398001 -0.005 -0.004 -0.004 0.11
H 1.044441 -3.335535 -4.671424 -0.006 0.005 -0.001 0.11
H 0.898240 -4.811664 -2.687909 0.003 0.000 0.006 0.11
H 0.757042 -3.808026 -0.424533 0.003 -0.009 -0.003 0.11
H 2.664758 -2.487144 0.983411 -0.007 -0.008 -0.014 0.10
H 2.368015 -1.221506 2.181361 0.004 0.014 -0.019 0.08
H 5.115513 -1.913962 0.812486 0.005 0.008 -0.002 0.13
H 6.807621 -0.293054 -0.030338 -0.004 0.002 0.000 0.12
H 6.056340 1.952201 -0.803048 0.004 -0.008 0.001 0.13
H 3.265665 2.713642 -2.016964 0.007 0.000 0.005 0.08
H 4.180277 3.637873 -0.816124 -0.005 0.004 0.003 0.10
H 3.029110 5.784106 0.577020 0.000 0.001 0.002 0.11
H 3.705399 6.666368 2.788034 0.000 0.001 0.002 0.11
H 3.329280 5.285680 4.816681 0.002 0.003 -0.001 0.11
H 2.301297 3.058468 4.629735 0.003 0.004 0.002 0.11
C -2.809316 3.997642 1.761932 -0.007 0.007 -0.001 -0.15
C -1.397797 3.612981 1.337939 0.027 -0.023 -0.021 -0.41
As -1.272605 1.918239 0.379244 -0.091 0.023 -0.002 1.12
C -2.488765 0.735439 1.322342 -0.032 -0.006 -0.032 -0.40
C -2.053230 0.418734 2.747685 0.030 0.022 0.015 -0.17
C -2.208688 2.309493 -1.286899 0.026 -0.017 0.006 -0.40
C -2.748304 1.062265 -1.974507 -0.015 -0.032 0.007 -0.18
H -2.804001 4.975405 2.244493 -0.002 -0.001 0.000 0.08
H -3.220812 3.282954 2.474994 0.001 0.004 0.004 0.06
H -3.493203 4.057572 0.914280 0.003 -0.005 -0.002 0.06
H -0.735037 3.535092 2.200320 0.008 -0.003 0.001 0.04
H -0.969004 4.363327 0.667932 -0.002 0.005 0.008 0.07
H -2.551593 -0.172029 0.719990 0.012 0.000 -0.001 0.03
H -3.468035 1.218821 1.302572 -0.002 0.000 0.003 0.08
H -1.126054 -0.155749 2.760780 -0.010 -0.011 -0.011 0.03
H -2.820852 -0.170435 3.251850 0.008 -0.011 0.000 0.08
H -1.880806 1.317957 3.341943 -0.019 0.001 -0.012 0.06
H -1.488837 2.822058 -1.927946 0.009 0.012 0.029 0.06
H -3.007751 3.015455 -1.055683 -0.010 -0.005 0.011 0.07
H -1.954283 0.337335 -2.151959 -0.013 -0.023 -0.005 0.03
H -3.196324 1.323120 -2.934615 0.017 0.014 -0.001 0.08
H -3.511087 0.565395 -1.374129 0.014 0.018 0.008 0.07
C -2.729295 -2.497266 -3.083108 0.027 0.003 0.000 -0.04
N -2.948020 -3.421414 -1.986745 0.000 -0.029 0.027 -0.14
C -4.111155 -4.283392 -2.136956 0.015 -0.007 0.008 -0.05
C -2.470998 -3.050607 -0.756462 -0.028 0.030 -0.003 -0.50
O -2.015284 -1.926469 -0.546869 -0.046 0.073 -0.026 -0.01
N -2.526426 -3.998176 0.238190 0.037 -0.020 0.008 -0.14
C -2.270032 -5.406096 -0.023733 -0.003 0.003 0.014 -0.06
C -2.184836 -3.556399 1.577308 0.000 0.014 -0.003 -0.05
H -3.481990 -1.701744 -3.105182 0.010 -0.012 0.008 0.09
H -2.778844 -3.052824 -4.019925 0.000 0.009 -0.009 0.10
H -1.745106 -2.046203 -2.990625 -0.013 0.019 -0.007 0.07
H -4.936330 -3.710657 -2.568780 -0.002 -0.004 0.007 0.09
H -4.432437 -4.661836 -1.171266 -0.013 -0.002 -0.009 0.08
H -3.899479 -5.127368 -2.797002 -0.002 0.001 -0.001 0.09
H -2.175346 -5.586366 -1.090327 -0.003 0.006 -0.010 0.08
H -3.066816 -6.038806 0.372705 0.000 0.000 0.001 0.09
H -1.331992 -5.704783 0.454898 0.001 -0.001 0.001 0.09
H -2.585831 -2.561885 1.754714 -0.003 -0.014 -0.001 0.08
H -1.100315 -3.516794 1.732161 0.002 -0.010 0.001 0.08
H -2.616516 -4.250981 2.297471 -0.001 -0.002 0.001 0.09
```
Positions in Å, forces in eV/Å.